[1]
{"formula": "C19H21BrN3O4S2", "method": "the ωB97M-V functional and the def2-TZVPD basis", "species": ["O", "S", "O", "Br", "N", "S", "O", "O", "C", "C", "C", "C", "C", "C", "C", "C", "C", "H", "H", "H", "H", "H", "H", "H", "H", "H", "H", "H", "N", "C", "C", "C", "C", "C", "H", "H", "H", "H", "H", "N", "C", "C", "C", "C", "C", "H", "H", "H", "H", "H"], "coordinates": [[6.74913, -1.09936, 1.07246], [5.51397, -0.67184, 0.48853], [4.28443, -1.07287, 1.11408], [5.49842, -1.82250, -1.47565], [5.56647, 0.78171, -0.07765], [4.43786, 1.85601, 0.33035], [4.80366, 3.09018, -0.32558], [4.17839, 1.91523, 1.74802], [2.94937, 1.30738, -0.46976], [1.86389, 2.39781, -0.40320], [0.62646, 2.00020, 0.39255], [-0.11900, 0.76697, -0.07222], [-1.11408, 0.22305, 0.74231], [-1.80689, -0.90636, 0.36915], [-1.53805, -1.52866, -0.83619], [-0.56969, -0.98067, -1.67406], [0.12587, 0.14807, -1.29317], [3.23949, 1.08078, -1.49618], [2.61303, 0.37993, -0.01410], [1.59743, 2.76063, -1.39706], [2.30517, 3.25938, 0.10213], [-0.08750, 2.83154, 0.36572], [0.89931, 1.86494, 1.44175], [-1.34161, 0.70137, 1.68927], [-2.56680, -1.32148, 1.02017], [-2.04988, -2.43551, -1.12171], [-0.32423, -1.44002, -2.62331], [0.87814, 0.54443, -1.96069], [-3.23029, 3.40969, -0.57372], [-2.94380, 3.68046, 0.69688], [-2.98611, 4.95771, 1.23735], [-3.33731, 6.01238, 0.41122], [-3.63230, 5.74619, -0.91592], [-3.56574, 4.43199, -1.35530], [-2.66102, 2.82908, 1.30645], [-2.74223, 5.11752, 2.27872], [-3.37604, 7.02436, 0.79374], [-3.90622, 6.53809, -1.59980], [-3.78966, 4.18414, -2.38735], [-1.06578, -4.87702, -0.42450], [-0.51210, -4.89765, 0.78403], [-0.38903, -6.04973, 1.54817], [-0.86742, -7.24077, 1.02822], [-1.44540, -7.23291, -0.23177], [-1.51808, -6.02807, -0.91457], [-0.14486, -3.94478, 1.15028], [0.07665, -6.00880, 2.52312], [-0.78759, -8.16107, 1.59288], [-1.82956, -8.13973, -0.67916], [-1.95891, -5.98145, -1.90494]], "forces_ev_per_a": [[-0.01, 0.06, 0.00], [0.03, 0.11, -0.03], [0.03, 0.01, 0.06], [-0.05, -0.26, -0.29], [-0.03, 0.00, 0.48], [0.11, 0.10, -0.23], [0.05, -0.05, 0.06], [-0.03, 0.01, 0.05], [-0.41, 0.04, -0.37], [0.24, 0.14, 0.35], [-0.25, -0.06, -0.16], [-0.07, 0.01, 0.10], [0.31, 0.39, 0.06], [-0.33, -0.32, 0.03], [0.29, 0.06, -0.49], [-0.27, -0.36, 0.08], [0.15, 0.34, 0.10], [0.06, 0.02, 0.01], [0.18, -0.07, 0.17], [-0.02, -0.18, -0.07], [-0.10, 0.10, -0.07], [0.06, 0.07, 0.05], [0.08, -0.03, 0.01], [0.07, -0.02, 0.05], [-0.01, 0.03, 0.06], [-0.02, -0.03, 0.03], [-0.11, -0.10, 0.01], [0.07, 0.04, 0.01], [-0.01, 0.02, -0.01], [0.01, -0.06, -0.02], [0.01, 0.01, 0.00], [0.00, 0.01, 0.00], [0.00, 0.00, 0.01], [0.00, -0.02, -0.02], [-0.01, 0.01, 0.02], [0.01, -0.01, 0.00], [0.00, 0.00, 0.00], [0.00, 0.00, -0.01], [0.00, 0.02, -0.01], [-0.07, -0.07, -0.09], [0.04, 0.10, 0.00], [0.00, -0.03, -0.01], [0.00, 0.00, 0.00], [0.01, 0.00, 0.01], [0.01, -0.01, 0.03], [0.00, -0.01, 0.02], [0.01, 0.01, 0.00], [0.00, 0.00, 0.00], [0.00, 0.00, -0.01], [-0.01, -0.02, 0.00]], "lowdin_charge": [-0.3818, 0.1631, -0.3885, 0.2723, -0.3953, 0.4926, -0.3385, -0.3265, -0.2640, -0.2221, -0.1527, -0.2149, -0.0638, -0.1037, -0.1081, -0.0762, -0.0429, 0.0990, 0.0885, 0.1129, 0.0992, 0.1041, 0.1257, 0.1037, 0.0972, 0.0781, 0.1009, 0.1059, 0.0671, -0.1579, -0.0718, -0.0878, -0.0808, -0.1574, 0.0934, 0.1005, 0.1016, 0.0965, 0.1011, 0.0612, -0.1383, -0.0706, -0.0891, -0.0832, -0.1568, 0.1099, 0.1011, 0.1008, 0.0956, 0.1009], "de_lowest_ev": 0.000, "homo_ha": -0.2261, "spin_multiplicity": 1, "e_tot_ev": -124418.39495, "total_charge": -1}



[2]
{"formula": "C32H35N4OPdS2Te", "method": "the ωB97M-V functional and the def2-TZVPD basis", "species": ["Pd", "N", "C", "C", "N", "H", "H", "H", "H", "H", "H", "H", "H", "S", "C", "N", "C", "C", "C", "C", "C", "C", "S", "H", "H", "H", "H", "C", "C", "C", "C", "C", "C", "Te", "N", "C", "O", "C", "C", "C", "C", "C", "C", "C", "C", "C", "C", "C", "C", "C", "C", "C", "C", "H", "H", "H", "H", "H", "H", "H", "H", "H", "H", "H", "H", "H", "H", "H", "H", "H", "H", "H", "H", "H", "H", "H"], "coordinates": [[0.22647, -0.16764, 0.04732], [0.32073, 0.01798, 2.28708], [1.58397, -0.60778, 2.74089], [2.67471, -0.25687, 1.76076], [2.33292, -0.81277, 0.43282], [0.35098, 1.02543, 2.41829], [-0.47128, -0.33079, 2.81394], [1.43173, -1.68801, 2.75852], [1.86181, -0.29635, 3.74761], [3.64193, -0.60978, 2.11764], [2.73514, 0.82648, 1.64909], [2.52301, -1.80851, 0.38757], [2.89032, -0.36243, -0.28635], [-0.09569, -0.84407, -2.41554], [-1.05224, -1.97536, -1.67533], [-1.11370, -1.99760, -0.32066], [-1.92168, -2.97437, 0.11639], [-2.19925, -3.27985, 1.47481], [-3.03861, -4.31539, 1.74204], [-3.62322, -5.07979, 0.69049], [-3.37665, -4.80951, -0.63414], [-2.51958, -3.74799, -0.92580], [-2.01110, -3.18188, -2.45790], [-1.74148, -2.69914, 2.26402], [-3.27064, -4.57230, 2.76670], [-4.27681, -5.90375, 0.94569], [-3.82662, -5.40364, -1.41787], [-8.59592, 5.69473, 1.65280], [-7.29706, 4.99660, 1.35087], [-7.02312, 4.52561, 0.06940], [-5.84207, 3.86156, -0.23093], [-5.60403, 3.34896, -1.63308], [-4.91185, 3.72561, 0.81088], [-3.02672, 2.93627, 0.22218], [-1.04924, 1.79424, -0.03042], [-0.05043, 2.23959, -0.80311], [1.10878, 1.82100, -0.47428], [-0.20606, 3.09247, -2.00473], [-1.35666, 3.06551, -2.79140], [-1.43537, 3.84110, -3.93834], [-0.36717, 4.64736, -4.30574], [0.78909, 4.66586, -3.53267], [0.87742, 3.87959, -2.39669], [-1.90462, 4.48523, 1.04960], [-1.11535, 4.20696, 2.16148], [-0.34408, 5.21252, 2.72055], [-0.36252, 6.47812, 2.14862], [-1.14430, 6.73552, 1.03310], [-1.93888, 5.74816, 0.45216], [-2.78372, 6.06057, -0.75572], [-5.16193, 4.12663, 2.12725], [-4.21914, 3.89038, 3.27923], [-6.36380, 4.78236, 2.35943], [-9.22400, 5.77350, 0.76769], [-8.41426, 6.70104, 2.03293], [-9.15298, 5.15470, 2.41960], [-7.75330, 4.67737, -0.71820], [-6.48630, 3.50818, -2.24976], [-5.39538, 2.27602, -1.64278], [-4.77076, 3.86196, -2.12119], [-2.17632, 2.40259, -2.54768], [-2.32565, 3.80444, -4.55252], [-0.42676, 5.24642, -5.20521], [1.62369, 5.29023, -3.82165], [1.77533, 3.88355, -1.79309], [-1.11619, 3.21784, 2.60370], [0.25940, 5.01430, 3.59671], [0.23772, 7.27115, 2.57549], [-1.14171, 7.72613, 0.59384], [-2.58258, 7.06619, -1.11986], [-3.84835, 6.00208, -0.51599], [-2.57788, 5.37018, -1.57907], [-3.47085, 3.12908, 3.05897], [-4.77550, 3.55265, 4.15303], [-3.69261, 4.80646, 3.55320], [-6.58632, 5.12290, 3.36631]], "forces_ev_per_a": [[-0.07, -0.08, 0.12], [0.14, 0.08, 0.01], [-0.18, 0.00, 0.06], [0.09, 0.01, -0.15], [0.05, -0.02, -0.03], [0.02, 0.00, 0.08], [-0.03, 0.02, -0.03], [-0.01, -0.03, 0.02], [-0.02, 0.05, 0.03], [0.02, -0.05, -0.01], [0.03, 0.02, 0.00], [0.02, 0.00, 0.02], [0.01, -0.05, -0.03], [0.14, 0.21, -0.23], [0.02, 0.00, 0.37], [-0.03, -0.12, -0.24], [0.00, -0.03, 0.13], [0.06, 0.08, -0.19], [-0.13, -0.15, -0.09], [0.02, 0.02, 0.15], [0.04, 0.05, 0.02], [-0.08, -0.12, 0.15], [-0.05, -0.07, -0.15], [0.00, 0.01, -0.03], [0.00, -0.03, -0.02], [0.00, 0.03, 0.02], [0.02, 0.02, 0.01], [0.09, -0.02, -0.02], [-0.16, 0.06, -0.02], [-0.01, -0.03, -0.13], [-0.17, 0.09, 0.12], [0.00, 0.05, 0.08], [0.30, -0.26, -0.10], [-0.78, 0.32, 0.01], [0.81, -0.37, -0.36], [-0.11, 0.03, 0.14], [-0.09, 0.05, 0.09], [0.05, 0.02, 0.01], [-0.05, -0.04, -0.05], [0.00, 0.01, -0.01], [0.03, -0.01, 0.04], [-0.05, 0.01, -0.02], [-0.01, 0.08, 0.10], [0.16, -0.01, -0.05], [0.12, 0.16, -0.06], [-0.03, -0.01, -0.02], [0.01, 0.00, 0.01], [-0.01, 0.02, -0.02], [0.00, 0.01, 0.07], [0.02, -0.02, 0.06], [-0.15, 0.16, -0.07], [-0.08, 0.02, -0.04], [0.04, -0.02, 0.18], [0.02, -0.01, 0.00], [0.01, -0.01, 0.00], [0.01, 0.00, 0.00], [0.00, -0.02, 0.03], [-0.01, 0.01, 0.03], [0.01, 0.01, 0.02], [0.00, 0.01, 0.00], [0.01, -0.03, 0.02], [0.02, -0.01, -0.01], [0.00, 0.01, 0.03], [0.00, -0.01, 0.00], [0.00, -0.02, -0.01], [0.00, 0.00, -0.02], [0.00, 0.01, -0.02], [-0.01, -0.01, -0.01], [0.00, -0.02, 0.02], [0.02, 0.00, 0.02], [0.00, -0.01, 0.00], [0.01, -0.01, 0.01], [-0.05, -0.02, -0.01], [-0.03, 0.03, 0.00], [0.00, -0.01, -0.02], [-0.01, -0.03, -0.03]], "lowdin_spin": [1.4169, 0.0926, 0.0058, 0.0062, 0.1019, 0.0017, 0.0030, -0.0003, 0.0028, 0.0033, -0.0005, 0.0015, 0.0016, 0.5348, 0.0300, 0.1924, 0.0788, 0.0450, 0.0236, 0.1227, -0.0137, 0.1215, 0.0194, 0.0009, -0.0003, 0.0058, -0.0026, 0.0057, 0.0299, 0.0060, 0.0418, 0.0186, 0.1749, 0.6606, 0.7793, 0.0683, 0.2047, 0.0173, 0.0101, 0.0023, -0.0008, 0.0056, 0.0023, 0.0330, 0.0157, -0.0002, 0.0066, 0.0004, 0.0104, 0.0135, 0.0362, 0.0144, 0.0048, 0.0000, 0.0019, 0.0016, 0.0009, 0.0011, 0.0034, 0.0055, 0.0028, 0.0001, -0.0001, 0.0004, 0.0009, 0.0029, -0.0001, 0.0004, 0.0002, 0.0010, 0.0011, 0.0058, 0.0116, 0.0015, 0.0005, 0.0005], "de_lowest_ev": 0.000, "homo_ha": [-0.4857, -0.4964], "spin_multiplicity": 6, "e_tot_ev": -74186.73017, "total_charge": 2}